--- A ---
This record from OMol25 describes an isolated molecule of CH2N4O. The level of theory is wB97M-V/def2-TZVPD.

Results
E_LUMO (eV): 0.53
HOMO energy (eV): -9.719
Structure (SMILES): [H]/N=c1\[nH]nno1
Frontier orbital gap (eV): 10.25
Total charge: 0
2S+1: 1

Last column: Mulliken charge in e.
Element x y z (Å)
H: 2.05 0.21 0.72  0.2071
N: 1.70 0.46 -0.18  -0.6173
C: 0.45 0.24 -0.26  0.4968
N: -0.43 -0.38 0.59  0.0604
N: -1.65 -0.47 0.01  -0.2663
N: -1.58 0.09 -1.10  0.0362
O: -0.36 0.60 -1.29  -0.1534
H: -0.18 -0.77 1.52  0.2365



--- B ---
This record from OMol25 describes a structure of composition CH2N4O. The level of theory is wB97M-V/def2-TZVPD.

Results
E_LUMO (eV): -0.39
HOMO energy (eV): -10.643
Frontier orbital gap (eV): 10.25
Total charge: 0
2S+1: 1

Last column: Mulliken charge in e.
Element x y z (Å)
N: 1.45 0.07 -0.16  -0.3900
C: 0.09 0.13 -0.29  0.5037
N: -0.75 0.62 -1.10  -0.3631
O: -2.25 -0.02 -0.25  -0.2176
N: -1.77 -0.63 0.73  0.1539
N: -0.56 -0.68 0.91  -0.2134
H: 1.73 -0.22 0.77  0.2755
H: 2.06 0.73 -0.61  0.2510



--- C ---
This record from OMol25 describes an isolated molecule of CH2N4O. The level of theory is wB97M-V/def2-TZVPD.

Results
E_LUMO (eV): -0.35
HOMO energy (eV): -10.185
Structure (SMILES): [H]/N=c1/nno[nH]1
Frontier orbital gap (eV): 9.83
Total charge: 0
2S+1: 1

Last column: Mulliken charge in e.
Element x y z (Å)
H: 1.19 -0.19 -2.31  0.2570
N: 1.59 0.04 -1.32  -0.5313
C: 0.50 0.18 -0.60  0.5183
N: 0.65 0.51 0.78  -0.2756
N: -0.39 0.12 1.44  0.0720
O: -1.20 -0.45 0.70  -0.0933
N: -0.91 -0.13 -0.73  -0.2578
H: -1.18 -1.10 -0.81  0.3107



--- D ---
This record from OMol25 describes an isolated molecule of CH2N4O. The level of theory is wB97M-V/def2-TZVPD.

Results
E_LUMO (eV): 0.10
HOMO energy (eV): -10.504
Structure (SMILES): Oc1nnn[nH]1
Frontier orbital gap (eV): 10.61
Total charge: 0
2S+1: 1

Last column: Mulliken charge in e.
Element x y z (Å)
O: 0.74 -1.03 -1.46  -0.4487
C: 0.27 -0.35 -0.42  0.5161
N: 0.92 0.66 -0.06  -0.2825
N: 0.16 1.17 0.99  -0.1424
N: -1.00 0.57 1.10  -0.2346
N: -0.95 -0.51 0.22  -0.0199
H: 0.05 -1.58 -1.88  0.3275
H: -1.52 -1.38 0.40  0.2845



List of relative energies, unit kJ/mol: A 48.5; B 167.8; C 299.0; D 0.0



--- A ---
This record from OMol25 describes an isolated molecule of C9H10N2O3. The level of theory is wB97M-V/def2-TZVPD.

Results
E_LUMO (alpha / beta) (eV): 0.34 / -1.76
HOMO energy (alpha / beta) (eV): -4.103 / -9.312
Frontier orbital gap (alpha / beta) (eV): 4.44 / 7.55
Total charge: 0
2S+1: 3

Last column: Mulliken charge in e.
Element x y z (Å)
C: 0.07 2.05 0.56  -0.8591
C: 1.01 1.19 0.71  0.4772
C: 1.96 0.31 0.53  0.2049
C: -1.53 -1.19 0.63  0.3330
C: -0.75 2.18 -0.65  -0.5157
C: -0.43 -2.22 0.71  -0.6441
C: -1.89 1.11 -0.45  -0.6348
C: 0.64 -1.67 -0.24  0.1860
C: -0.10 -0.66 -1.12  -0.1370
N: 1.74 -1.04 0.53  -0.2431
N: -1.17 -0.20 -0.40  0.2181
O: 3.19 0.80 0.13  -0.4918
O: -2.53 -1.15 1.29  -0.5646
O: 0.28 -0.33 -2.20  -0.5762
H: -0.19 2.77 1.39  0.2587
H: -1.23 3.18 -0.70  0.3669
H: -0.15 2.15 -1.63  0.2888
H: -0.15 -2.45 1.83  0.3058
H: -0.96 -3.20 0.39  0.2398
H: -2.44 1.23 0.57  0.3070
H: -2.65 1.09 -1.27  0.3190
H: 0.98 -2.49 -0.81  0.5784
H: 2.52 -1.67 0.50  0.2583
H: 3.78 0.21 -0.32  0.3244



--- B ---
This record from OMol25 describes a cluster of 2 separate species, C9H10N2O3 in total. The level of theory is wB97M-V/def2-TZVPD.

Results
E_LUMO (alpha / beta) (eV): -0.25 / -2.00
HOMO energy (alpha / beta) (eV): -8.625 / -8.997
Frontier orbital gap (alpha / beta) (eV): 8.38 / 7.00
Total charge: 0
2S+1: 3

Last column: Mulliken charge in e.
Element x y z (Å)
C: -2.16 1.00 -1.93  -0.4523
C: -1.40 -0.03 -2.48  -0.2758
C: -1.61 1.74 -0.92  -0.4476
C: -0.17 -0.41 -1.99  -0.7143
C: -0.41 1.40 -0.41  -0.3796
C: 0.31 0.31 -0.91  1.2123
C: 1.27 -0.53 2.66  -1.3768
C: 1.59 -0.06 -0.27  -0.4330
C: 0.81 -1.32 1.36  -0.0489
N: 2.25 0.96 0.12  0.0214
N: -0.56 -1.39 1.17  0.9687
O: 1.94 1.87 0.83  -0.3782
O: -0.96 -2.15 0.27  -0.5645
O: -1.33 -0.49 1.66  -0.6043
H: -3.15 1.24 -2.47  0.2853
H: -1.86 -0.71 -3.27  0.2492
H: -2.43 2.23 -0.26  0.2140
H: 0.43 -1.20 -2.51  0.2475
H: -0.06 1.96 0.43  0.3508
H: 1.27 -1.33 3.34  0.4520
H: 2.26 -0.16 2.47  0.3954
H: 0.45 0.18 2.87  0.3279
H: 2.10 -0.85 -0.82  0.5200
H: 1.44 -2.26 1.05  0.4311



List of relative energies, unit kJ/mol: A 0.0; B 260.4



--- A ---
This record from OMol25 describes an isolated molecule of C5H8O3. The level of theory is wB97M-V/def2-TZVPD.

Results
E_LUMO (eV): 0.30
HOMO energy (eV): -9.181
Structure (SMILES): CO/C(=C/C=O)CO
Frontier orbital gap (eV): 9.48
Total charge: 0
2S+1: 1

Last column: Mulliken charge in e.
Element x y z (Å)
C: -0.93 0.99 1.73  -0.7154
O: -1.17 0.72 0.40  -0.3964
C: -0.17 0.18 -0.32  0.6130
C: -0.57 -0.06 -1.57  -0.3193
C: 0.08 -0.98 -2.55  -0.2348
O: 0.20 -0.77 -3.70  -0.4508
C: 1.18 -0.13 0.32  -0.5080
O: 1.25 -0.79 1.59  -0.4670
H: 0.00 1.55 2.04  0.2759
H: -0.98 -0.02 2.28  0.2746
H: -1.77 1.55 1.93  0.3153
H: -1.45 0.52 -1.90  0.3423
H: 0.54 -1.95 -2.12  0.3234
H: 1.84 -0.61 -0.46  0.3173
H: 1.62 0.93 0.52  0.2845
H: 0.31 -1.14 1.80  0.3453



--- B ---
This record from OMol25 describes an isolated molecule of C5H8O3. The level of theory is wB97M-V/def2-TZVPD.

Results
E_LUMO (eV): 0.75
HOMO energy (eV): -9.940
Structure (SMILES): O[C@@]12COC[C@@H]1OC2
Frontier orbital gap (eV): 10.69
Total charge: 0
2S+1: 1

Last column: Mulliken charge in e.
Element x y z (Å)
O: -0.39 0.12 -1.95  -0.5377
C: -0.50 0.03 -0.56  0.7883
C: -0.17 -1.37 -0.01  -0.6950
O: 1.23 -1.35 0.15  -0.3903
C: 1.55 -0.07 0.75  -0.6353
C: 0.49 0.88 0.22  0.0705
O: -0.52 1.16 1.17  -0.4259
C: -1.56 0.72 0.32  -0.7436
H: -0.96 -0.48 -2.43  0.3422
H: -0.71 -1.58 0.97  0.2501
H: -0.45 -2.19 -0.68  0.4171
H: 2.56 0.23 0.42  0.3681
H: 1.52 0.03 1.84  0.2612
H: 0.99 1.76 -0.20  0.3642
H: -2.09 1.52 -0.21  0.2847
H: -2.25 0.12 0.90  0.2813



List of relative energies, unit kJ/mol: A 81.6; B 0.0



--- A ---
This record from OMol25 describes an isolated molecule of H3N2P. The level of theory is wB97M-V/def2-TZVPD.

Results
E_LUMO (eV): 0.58
HOMO energy (eV): -9.431
Structure (SMILES): [H]/N=P/N
Frontier orbital gap (eV): 10.01
Total charge: 0
2S+1: 1

Last column: Mulliken charge in e.
Element x y z (Å)
H: 2.30 1.10 -0.05  0.2382
N: 1.27 0.77 0.03  -0.5003
P: 0.94 -0.74 0.02  0.2553
N: -0.78 -0.59 -0.09  -0.4848
H: -1.42 0.24 0.17  0.2808
H: -1.14 -1.46 -0.02  0.2107



--- B ---
This record from OMol25 describes a cluster of 2 separate species, H3N2P in total. The level of theory is wB97M-V/def2-TZVPD.

Results
E_LUMO (eV): -0.77
HOMO energy (eV): -9.314
Structure (SMILES): N1=PN1.[H][H]
Frontier orbital gap (eV): 8.55
Total charge: 0
2S+1: 1

Last column: Mulliken charge in e.
Element x y z (Å)
N: -0.46 -1.88 -1.33  -0.2542
P: 0.59 -1.19 -2.23  0.3019
N: -0.86 -0.51 -1.65  -0.2868
H: -1.47 -0.59 -2.48  0.2401
H: 1.48 1.51 0.75  0.0471
H: 1.92 1.56 0.19  -0.0481



List of relative energies, unit kJ/mol: A 0.0; B 359.3



--- A ---
This record from OMol25 describes a cluster of 2 separate species, C5H14 in total. The level of theory is wB97M-V/def2-TZVPD.

Results
E_LUMO (eV): 1.09
HOMO energy (eV): -11.168
Structure (SMILES): CCC.CC
Frontier orbital gap (eV): 12.26
Total charge: 0
2S+1: 1

Last column: Mulliken charge in e.
Element x y z (Å)
C: 1.71 -0.83 2.24  -1.2059
C: 1.11 0.39 1.53  -0.1150
C: -0.42 0.51 1.65  -1.0977
H: 1.08 -1.71 2.11  0.3092
H: 1.82 -0.60 3.30  0.3074
H: 2.69 -1.14 1.89  0.3617
H: 1.68 1.26 1.86  0.3207
H: 1.31 0.37 0.45  0.2129
H: -0.74 1.54 1.50  0.3117
H: -0.93 -0.09 0.90  0.2237
H: -0.71 0.13 2.64  0.3921
C: -1.06 0.15 -3.28  -0.9131
C: -1.09 -0.11 -1.73  -0.7316
H: -0.22 -0.36 -3.76  0.2607
H: -1.94 -0.33 -3.70  0.2834
H: -0.92 1.20 -3.46  0.2614
H: -2.14 -0.25 -1.54  0.3074
H: -0.76 0.79 -1.21  0.1919
H: -0.46 -0.93 -1.38  0.3193



--- B ---
This record from OMol25 describes a cluster of 2 separate species, C5H14 in total. The level of theory is wB97M-V/def2-TZVPD.

Results
E_LUMO (eV): 1.11
HOMO energy (eV): -10.981
Structure (SMILES): CCC.CC
Frontier orbital gap (eV): 12.09
Total charge: 0
2S+1: 1

Last column: Mulliken charge in e.
Element x y z (Å)
C: 0.76 -0.56 -2.24  -0.9515
C: -0.67 0.01 -2.62  -0.3352
C: -1.38 0.58 -1.33  -0.9160
H: 1.27 -0.56 -3.18  0.3201
H: 0.75 -1.59 -1.96  0.3023
H: 1.21 0.14 -1.48  0.2698
H: -0.54 0.99 -3.14  0.2117
H: -1.38 -0.48 -3.39  0.3126
H: -0.52 1.13 -0.82  0.1139
H: -2.11 1.23 -1.62  0.4135
H: -1.78 -0.27 -0.64  0.2404
C: 0.70 0.57 2.36  -0.3446
C: 0.33 -0.71 3.09  -0.8680
H: 1.86 0.64 2.18  0.2256
H: 0.21 0.73 1.45  -0.0612
H: 0.50 1.42 3.07  0.2534
H: -0.68 -0.66 3.66  0.2358
H: 1.18 -0.93 3.91  0.2325
H: 0.30 -1.70 2.70  0.3448



List of relative energies, unit kJ/mol: A 0.0; B 112.0



--- A ---
This record from OMol25 describes a cluster of 2 separate species, C5H14 in total. The level of theory is wB97M-V/def2-TZVPD.

Results
E_LUMO (eV): 1.10
HOMO energy (eV): -10.801
Structure (SMILES): CCC.CC
Frontier orbital gap (eV): 11.90
Total charge: 0
2S+1: 1

Last column: Mulliken charge in e.
Element x y z (Å)
C: 1.58 0.36 0.37  -0.5591
C: 1.20 1.79 0.67  -0.3282
C: 0.08 2.40 -0.18  -0.9720
H: 2.10 -0.06 1.23  0.2926
H: 0.58 -0.06 0.51  -0.1541
H: 2.02 0.12 -0.61  0.3844
H: 2.03 2.61 0.65  0.2757
H: 0.81 1.80 1.74  0.2125
H: 0.48 2.53 -1.26  0.2501
H: -0.20 3.47 0.01  0.3387
H: -0.87 1.83 0.02  0.2281
C: -1.12 -1.55 -0.98  -0.5815
C: -1.32 -2.60 0.17  -0.9229
H: -0.08 -1.39 -0.93  0.1224
H: -1.22 -1.91 -2.05  0.3136
H: -1.88 -0.80 -0.80  0.2204
H: -0.57 -3.39 0.09  0.2855
H: -1.27 -2.08 1.11  0.2853
H: -2.34 -3.09 0.25  0.3086



--- B ---
This record from OMol25 describes a cluster of 2 separate species, C5H14 in total. The level of theory is wB97M-V/def2-TZVPD.

Results
E_LUMO (eV): 1.06
HOMO energy (eV): -11.160
Structure (SMILES): CCC.CC
Frontier orbital gap (eV): 12.22
Total charge: 0
2S+1: 1

Last column: Mulliken charge in e.
Element x y z (Å)
C: 1.28 -1.23 -1.21  -1.1159
C: 0.37 -1.54 -0.04  0.1720
C: 1.14 -2.11 1.16  -1.1603
H: 1.72 -2.14 -1.61  0.3365
H: 0.80 -0.67 -2.02  0.3313
H: 2.01 -0.46 -0.92  0.2892
H: -0.12 -0.65 0.36  -0.1778
H: -0.51 -2.09 -0.39  0.3507
H: 1.71 -1.35 1.68  0.3240
H: 0.38 -2.50 1.85  0.3126
H: 1.69 -3.01 0.90  0.3346
C: -0.87 1.77 -0.10  -0.6237
C: -1.82 2.91 0.16  -1.0868
H: -0.98 1.46 -1.15  0.2565
H: 0.18 1.93 0.10  0.3402
H: -1.23 0.94 0.50  0.2185
H: -1.98 3.74 -0.52  0.3125
H: -2.80 2.56 0.53  0.2856
H: -1.59 3.43 1.11  0.3004



--- C ---
This record from OMol25 describes a cluster of 2 separate species, C5H14 in total. The level of theory is wB97M-V/def2-TZVPD.

Results
E_LUMO (eV): 1.13
HOMO energy (eV): -11.014
Structure (SMILES): CCC.CC
Frontier orbital gap (eV): 12.14
Total charge: 0
2S+1: 1

Last column: Mulliken charge in e.
Element x y z (Å)
C: 1.30 1.07 -2.18  -1.0629
C: -0.17 0.50 -2.46  -0.4606
C: -1.14 0.93 -1.24  -0.8387
H: 1.23 1.79 -1.44  0.4009
H: 1.70 1.55 -3.09  0.3092
H: 1.93 0.13 -2.03  0.2083
H: -0.53 0.72 -3.36  0.4493
H: -0.16 -0.58 -2.47  0.2740
H: -0.53 1.29 -0.34  0.1975
H: -1.85 1.75 -1.50  0.3228
H: -1.65 -0.03 -0.91  0.2069
C: -0.27 -0.96 1.94  -0.5048
C: 0.23 -1.37 3.36  -0.8417
H: -0.96 -0.03 1.77  0.1888
H: 0.74 -0.66 1.59  0.1678
H: -0.85 -1.81 1.42  0.2372
H: -0.30 -0.68 4.06  0.2212
H: 1.32 -1.19 3.38  0.2828
H: -0.06 -2.43 3.50  0.2418



List of relative energies, unit kJ/mol: A 57.5; B 0.0; C 109.7